Formula: C5H7OS
Source: the Open Molecules 2025 dataset
Level of theory: wB97M-V/def2-TZVPD

Each atom is followed by the atoms it is bonded to, with distances in Å.
Element x y z (Å)
1 C 0.466 1.965 0.527  C2 1.324, H8 1.072, H9 1.069
2 C 0.658 0.658 0.616  C1 1.324, C5 1.430, H10 1.110
3 C -1.579 -0.319 0.341  C5 1.777, O6 1.186, S7 1.737
4 C 0.695 -1.529 -0.609  C5 1.543, H11 1.092, H12 1.119, H13 1.121
5 C 0.035 -0.152 -0.383  C2 1.430, C3 1.777, C4 1.543, H14 1.158
6 O -1.867 -1.174 1.110  C3 1.186
7 S -2.712 0.746 -0.433  C3 1.737
8 H 0.729 2.778 1.173  C1 1.072
9 H -0.198 2.183 -0.283  C1 1.069
10 H 1.336 0.330 1.432  C2 1.110
11 H 1.777 -1.517 -0.460  C4 1.092
12 H 0.172 -2.298 0.013  C4 1.119
13 H 0.601 -2.003 -1.620  C4 1.121
14 H -0.112 0.330 -1.425  C5 1.158

Results
* expectation value of S²: 2.007
* 2S+1: 3
* E_HOMO (alpha / beta): 0.0250 / -0.1409 Eh
* energy above the lowest of the compared OMol25 structures with the same formula, charge and spin: 0.0 kcal per mole
* net charge: -1
* HOMO-LUMO gap (alpha / beta): 0.10947 / 0.21914 Eh